one.
{"formula": "C36H101N7O15", "method": "wB97M-V/def2-TZVPD", "symbols": ["C", "C", "C", "O", "C", "N", "H", "H", "H", "H", "H", "H", "H", "H", "H", "H", "H", "C", "C", "C", "O", "C", "N", "H", "H", "H", "H", "H", "H", "H", "H", "H", "H", "H", "C", "C", "C", "O", "C", "N", "H", "H", "H", "H", "H", "H", "H", "H", "H", "H", "H", "C", "C", "C", "O", "C", "N", "H", "H", "H", "H", "H", "H", "H", "H", "H", "H", "H", "C", "C", "C", "O", "C", "N", "H", "H", "H", "H", "H", "H", "H", "H", "H", "H", "H", "C", "C", "C", "O", "C", "N", "H", "H", "H", "H", "H", "H", "H", "H", "H", "H", "H", "C", "C", "C", "O", "C", "N", "H", "H", "H", "H", "H", "H", "H", "H", "H", "H", "H", "C", "C", "O", "O", "H", "H", "H", "H", "H", "H", "C", "C", "O", "O", "H", "H", "H", "H", "H", "H", "C", "C", "O", "O", "H", "H", "H", "H", "H", "H", "C", "C", "O", "O", "H", "H", "H", "H", "H", "H"], "positions_angstrom": [[25.300, 12.125, 12.162], [24.927, 12.884, 10.876], [24.956, 14.393, 11.124], [24.050, 14.826, 12.163], [24.145, 16.259, 12.254], [25.730, 12.529, 9.790], [26.291, 12.451, 12.377], [25.328, 11.033, 11.977], [24.570, 12.338, 12.923], [23.868, 12.592, 10.709], [24.548, 14.917, 10.228], [25.939, 14.844, 11.346], [25.099, 16.560, 12.700], [23.331, 16.566, 12.907], [24.021, 16.697, 11.263], [25.184, 12.585, 8.924], [26.100, 11.610, 9.887], [17.888, 17.159, 12.118], [19.291, 17.398, 11.544], [19.394, 16.826, 10.141], [19.427, 15.382, 10.152], [19.538, 14.833, 8.867], [19.546, 18.845, 11.509], [17.523, 16.176, 11.787], [17.174, 17.870, 11.711], [17.911, 17.216, 13.199], [20.033, 16.931, 12.214], [20.318, 17.168, 9.658], [18.497, 17.194, 9.620], [18.876, 15.306, 8.150], [19.289, 13.785, 8.920], [20.518, 14.890, 8.454], [19.048, 19.423, 10.848], [20.518, 19.162, 11.547], [28.820, 11.841, 17.423], [27.413, 12.099, 17.824], [26.615, 12.898, 16.869], [25.286, 13.097, 17.404], [24.349, 13.271, 16.334], [26.757, 10.741, 17.938], [28.951, 11.518, 16.405], [29.272, 11.133, 18.086], [29.472, 12.732, 17.516], [27.315, 12.611, 18.816], [26.575, 12.342, 15.891], [27.062, 13.891, 16.709], [24.416, 12.488, 15.578], [24.376, 14.296, 15.900], [23.430, 13.170, 16.852], [25.809, 10.959, 18.256], [27.181, 10.201, 18.693], [20.385, 14.225, 18.360], [21.145, 13.220, 19.133], [21.723, 13.931, 20.314], [22.655, 13.087, 20.971], [23.123, 13.628, 22.200], [20.272, 12.151, 19.554], [19.660, 14.607, 19.019], [19.814, 13.914, 17.491], [21.010, 15.063, 18.069], [22.001, 12.887, 18.575], [20.929, 14.186, 21.001], [22.304, 14.775, 19.920], [22.318, 14.040, 22.830], [23.800, 14.478, 22.033], [23.626, 12.794, 22.731], [19.857, 11.847, 18.655], [20.858, 11.330, 19.807], [15.764, 15.058, 10.230], [15.870, 14.090, 11.309], [14.489, 13.861, 12.003], [14.619, 12.908, 13.045], [13.349, 12.525, 13.535], [16.365, 12.760, 10.744], [15.437, 15.994, 10.634], [15.023, 14.764, 9.477], [16.649, 15.213, 9.654], [16.521, 14.427, 12.131], [13.867, 13.493, 11.209], [14.036, 14.774, 12.372], [13.472, 11.671, 14.158], [12.612, 12.352, 12.752], [12.954, 13.416, 14.014], [16.422, 11.932, 11.291], [17.322, 12.945, 10.527], [14.653, 16.317, 14.949], [13.307, 16.786, 15.189], [12.744, 16.247, 16.469], [11.433, 16.748, 16.556], [10.897, 16.747, 17.850], [13.283, 18.252, 14.997], [14.963, 16.728, 14.008], [14.731, 15.238, 15.038], [15.361, 16.746, 15.646], [12.601, 16.371, 14.459], [13.339, 16.649, 17.329], [12.796, 15.142, 16.469], [11.557, 17.338, 18.544], [10.915, 15.731, 18.278], [9.891, 17.204, 17.798], [13.681, 18.659, 15.905], [12.291, 18.490, 15.018], [21.288, 14.979, 14.261], [20.832, 13.698, 13.475], [19.277, 13.675, 13.406], [18.694, 13.740, 14.736], [17.404, 14.321, 14.769], [21.207, 13.617, 12.063], [22.399, 14.851, 14.312], [20.919, 15.061, 15.286], [21.050, 15.947, 13.827], [21.071, 12.800, 14.020], [18.964, 12.742, 12.973], [18.960, 14.470, 12.722], [17.156, 14.309, 15.846], [16.643, 13.751, 14.265], [17.360, 15.389, 14.583], [20.578, 14.164, 11.419], [22.201, 13.849, 11.882], [20.575, 19.805, 14.941], [21.885, 19.577, 14.221], [22.288, 20.659, 13.374], [20.693, 20.928, 15.801], [20.316, 18.984, 15.588], [19.733, 19.882, 14.229], [21.836, 18.642, 13.630], [22.668, 19.322, 14.964], [22.823, 21.236, 13.966], [20.649, 21.744, 15.333], [21.162, 10.471, 15.145], [20.704, 11.518, 16.282], [19.304, 11.610, 16.435], [22.542, 10.749, 14.908], [20.588, 10.742, 14.277], [20.909, 9.452, 15.388], [21.196, 12.480, 16.096], [21.139, 11.092, 17.215], [19.061, 12.196, 15.712], [23.076, 9.938, 14.879], [17.520, 8.128, 13.951], [17.243, 9.404, 14.750], [17.798, 9.253, 16.079], [18.864, 7.779, 13.742], [17.096, 8.269, 12.961], [16.968, 7.329, 14.476], [16.196, 9.744, 14.674], [17.878, 10.180, 14.243], [18.317, 10.040, 16.302], [19.338, 7.944, 14.561], [20.363, 9.307, 11.354], [21.648, 10.008, 11.205], [21.470, 11.273, 10.460], [19.939, 8.779, 10.061], [19.697, 10.130, 11.682], [20.366, 8.466, 12.032], [22.248, 9.404, 10.562], [22.019, 10.170, 12.228], [21.239, 11.973, 11.117], [20.021, 9.572, 9.539]], "mulliken_charge": [-1.5144, 1.2998, -1.1562, 0.0231, -0.7376, -0.7485, 0.5185, 0.5107, 0.0191, -0.1205, 0.3901, 0.3222, 0.3256, -0.0452, 0.3904, 0.2929, 0.2607, -0.8418, 2.5009, -1.3157, -0.0068, -1.1534, -0.4556, -0.6717, 0.6292, 0.1587, -1.2904, 0.3092, 0.4086, 0.4135, 0.3450, 0.2958, 0.2106, 0.2186, -1.4559, 0.7110, -0.6712, -0.3511, 0.4008, -0.7828, 0.3511, 0.3802, 0.3588, 0.2353, 0.1477, 0.2987, 0.2677, 0.2967, -0.7172, 0.2535, 0.2627, -1.6161, 1.3296, -1.0499, -0.2870, -0.7719, -0.7312, 0.6020, 0.0850, 0.3845, -0.0203, 0.4729, 0.3614, 0.3118, 0.3024, 0.2383, 0.0195, 0.3989, -1.5805, 3.0727, -1.3269, -0.0800, -0.7827, -0.8075, 0.3870, 0.4425, 0.1041, -1.3890, 0.5394, 0.3411, 0.2124, 0.3544, 0.1885, 0.3140, 0.0643, -1.2514, 0.4329, -0.8619, -0.2861, -0.7166, -0.7493, 0.2541, 0.1680, 0.5756, 0.2312, 0.3594, 0.3496, 0.3028, 0.2849, 0.2412, 0.3070, 0.3569, -0.2018, 1.0336, -0.3361, 0.1843, -1.2548, 0.4788, -0.0214, 0.0564, -0.7679, -0.0645, 0.1393, -0.4337, 0.5012, 0.6224, 0.2775, 0.0595, -0.1868, -0.1793, 0.0288, -0.5555, -0.5724, 0.2663, 0.1850, -0.1922, 0.3435, 0.3399, 0.3136, -0.6283, 0.0259, -0.8148, -0.2935, 0.0404, 0.6036, -0.3986, 0.8221, 0.5270, 0.2308, -0.5973, 0.3644, -0.6393, -0.4715, 0.4112, 0.2739, 0.2063, -0.2677, 0.4158, 0.3007, 0.1514, -0.3327, -0.6287, -0.6217, -0.1222, 0.3989, 0.4504, -0.0557, 0.3754, 0.3563], "homo_ev": -9.32, "smiles": "COC[C@H](C)N.COC[C@H](C)N.COC[C@H](C)N.COC[C@H](C)N.COC[C@H](C)N.COC[C@H](C)N.COC[C@H](C)N.OCCO.OCCO.OCCO.OCCO"}

=====

two.
{"formula": "C36H101N7O15", "method": "wB97M-V/def2-TZVPD", "symbols": ["C", "C", "C", "O", "C", "N", "H", "H", "H", "H", "H", "H", "H", "H", "H", "H", "H", "C", "C", "C", "O", "C", "N", "H", "H", "H", "H", "H", "H", "H", "H", "H", "H", "H", "C", "C", "C", "O", "C", "N", "H", "H", "H", "H", "H", "H", "H", "H", "H", "H", "H", "C", "C", "C", "O", "C", "N", "H", "H", "H", "H", "H", "H", "H", "H", "H", "H", "H", "C", "C", "C", "O", "C", "N", "H", "H", "H", "H", "H", "H", "H", "H", "H", "H", "H", "C", "C", "C", "O", "C", "N", "H", "H", "H", "H", "H", "H", "H", "H", "H", "H", "H", "C", "C", "C", "O", "C", "N", "H", "H", "H", "H", "H", "H", "H", "H", "H", "H", "H", "C", "C", "O", "O", "H", "H", "H", "H", "H", "H", "C", "C", "O", "O", "H", "H", "H", "H", "H", "H", "C", "C", "O", "O", "H", "H", "H", "H", "H", "H", "C", "C", "O", "O", "H", "H", "H", "H", "H", "H"], "positions_angstrom": [[4.313, -3.444, 0.580], [5.060, -2.119, 0.454], [5.796, -2.142, -0.893], [6.570, -1.037, -1.063], [6.998, -0.692, -2.380], [4.205, -0.985, 0.817], [4.953, -4.300, 0.307], [3.393, -3.428, -0.056], [3.971, -3.607, 1.625], [5.865, -2.184, 1.197], [5.045, -2.212, -1.715], [6.340, -3.074, -0.920], [7.716, -1.441, -2.754], [7.499, 0.303, -2.336], [6.174, -0.639, -3.037], [3.480, -0.942, 0.163], [4.767, -0.118, 0.733], [3.207, -3.961, 4.190], [2.432, -2.673, 3.787], [1.245, -2.493, 4.730], [0.314, -3.642, 4.527], [-1.041, -3.453, 4.884], [3.311, -1.502, 3.892], [4.155, -4.032, 3.685], [2.700, -4.901, 3.921], [3.326, -3.985, 5.300], [2.146, -2.782, 2.737], [0.639, -1.587, 4.660], [1.547, -2.613, 5.790], [-1.644, -3.811, 4.009], [-1.406, -2.451, 5.247], [-1.415, -4.079, 5.703], [3.653, -1.211, 2.944], [4.163, -1.649, 4.388], [-4.175, -2.349, -0.448], [-4.481, -1.128, -1.275], [-5.924, -0.681, -1.221], [-6.269, -0.282, 0.120], [-7.614, 0.008, 0.273], [-3.512, -0.032, -0.912], [-4.142, -2.082, 0.644], [-3.251, -2.718, -0.800], [-4.943, -3.057, -0.557], [-4.217, -1.481, -2.266], [-6.608, -1.460, -1.551], [-6.100, 0.210, -1.883], [-7.658, 0.658, 1.174], [-8.289, -0.821, 0.322], [-7.952, 0.674, -0.556], [-3.500, 0.754, -1.596], [-3.695, 0.283, 0.052], [-4.817, -0.461, 3.759], [-4.326, 1.018, 3.730], [-2.906, 1.204, 4.205], [-2.668, 0.671, 5.421], [-1.375, 0.832, 5.811], [-4.353, 1.596, 2.396], [-4.808, -0.792, 4.825], [-4.314, -1.120, 3.127], [-5.897, -0.579, 3.481], [-5.013, 1.558, 4.401], [-2.661, 2.273, 4.177], [-2.214, 0.743, 3.452], [-0.962, 1.845, 5.689], [-0.710, 0.126, 5.319], [-1.456, 0.588, 6.897], [-4.596, 2.574, 2.405], [-4.993, 1.093, 1.835], [-3.662, -4.566, -4.292], [-2.405, -4.124, -4.963], [-1.204, -3.988, -3.961], [-1.483, -3.141, -2.878], [-1.458, -1.742, -3.129], [-2.067, -4.975, -6.084], [-3.560, -5.529, -3.739], [-4.401, -4.754, -5.089], [-4.079, -3.820, -3.622], [-2.697, -3.109, -5.338], [-0.242, -3.655, -4.387], [-0.915, -4.944, -3.486], [-1.370, -1.238, -2.192], [-2.370, -1.372, -3.606], [-0.625, -1.495, -3.827], [-1.992, -5.955, -5.936], [-1.171, -4.702, -6.419], [1.752, 5.121, -1.226], [2.612, 4.059, -1.961], [4.033, 4.514, -2.298], [4.577, 3.527, -3.064], [5.971, 3.776, -3.150], [2.666, 2.837, -1.146], [0.812, 4.600, -0.975], [1.494, 6.000, -1.852], [2.317, 5.421, -0.277], [2.282, 3.863, -2.999], [4.582, 4.639, -1.382], [4.041, 5.542, -2.710], [6.427, 3.903, -2.180], [6.113, 4.671, -3.756], [6.267, 2.883, -3.697], [3.433, 2.226, -1.471], [2.954, 3.136, -0.201], [0.424, 1.240, -4.280], [-0.423, 2.317, -3.625], [-0.996, 3.195, -4.657], [0.071, 3.803, -5.284], [-0.291, 4.707, -6.253], [-1.510, 1.698, -2.912], [-0.163, 0.763, -5.041], [0.793, 0.539, -3.602], [1.190, 1.862, -4.761], [0.236, 2.822, -2.893], [-1.611, 3.974, -4.237], [-1.627, 2.536, -5.333], [0.493, 4.629, -6.982], [-0.475, 5.786, -5.891], [-1.180, 4.402, -6.826], [-1.880, 2.427, -2.245], [-1.036, 0.980, -2.339], [3.050, 3.081, 3.415], [3.146, 1.570, 3.355], [2.003, 0.890, 3.782], [2.444, 3.726, 2.285], [4.105, 3.441, 3.439], [2.513, 3.270, 4.375], [4.049, 1.231, 3.903], [3.363, 1.339, 2.252], [2.253, -0.075, 3.756], [1.471, 3.834, 2.427], [-1.158, 4.887, 0.892], [-1.402, 4.289, 2.293], [-0.311, 3.532, 2.720], [-1.289, 4.020, -0.276], [-0.087, 5.175, 0.885], [-1.777, 5.782, 0.741], [-2.286, 3.683, 2.394], [-1.579, 5.073, 3.087], [-0.437, 2.645, 2.326], [-1.433, 3.059, -0.064], [-0.175, -3.456, 0.444], [-0.343, -4.900, 0.059], [-1.451, -5.132, -0.771], [0.606, -3.396, 1.613], [-1.220, -3.110, 0.566], [0.282, -2.860, -0.320], [-0.470, -5.339, 1.111], [0.583, -5.358, -0.285], [-1.509, -4.331, -1.344], [0.219, -3.716, 2.438], [-0.635, 0.104, 1.201], [0.677, 0.365, 0.575], [0.587, 0.868, -0.806], [-1.294, 1.366, 1.322], [-0.567, -0.356, 2.195], [-1.212, -0.565, 0.572], [1.229, -0.583, 0.470], [1.311, 1.031, 1.204], [1.308, 1.536, -0.872], [-2.289, 1.307, 1.530]], "mulliken_charge": [-0.9325, 0.3845, -1.1101, -0.2968, -0.7360, -0.0920, 0.5730, 0.2047, -0.2310, 0.3875, 0.3650, 0.4503, 0.3072, 0.2010, 0.3542, -0.2338, 0.2684, -1.9900, 1.3369, 1.0050, -0.5086, -0.5119, -0.2782, 0.5749, 0.2865, 0.4130, -0.3053, -1.0987, 0.4080, 0.1954, 0.1123, 0.3115, 0.1310, 0.2562, -0.5778, 0.5694, -1.1764, -0.1742, -0.9247, 0.1976, -0.2484, -0.0910, 0.6940, 0.0819, 0.4823, 0.4312, 0.2303, 0.3223, 0.3841, 0.1571, -0.3640, -1.4264, 0.3390, -0.0058, -0.4362, -0.2183, -0.2013, 0.3787, 0.2409, 0.3679, 0.2050, 0.1774, -0.2009, 0.3231, -0.1464, 0.3121, 0.2166, -0.0616, -1.2681, 0.7677, -1.0210, 0.1072, -0.4376, -0.7166, 0.2972, 0.4291, 0.1554, 0.0963, 0.4800, 0.2858, -0.6421, 0.2271, 0.6227, 0.2514, 0.2569, -0.3706, 0.5342, -1.1806, -0.2139, -0.8219, -0.4081, -0.3974, 0.3833, 0.3337, -0.1192, 0.4817, 0.4636, 0.3467, 0.3180, 0.2268, 0.1828, 0.1738, -1.9801, 2.2307, -0.8347, -0.2631, -0.8914, -0.2280, 0.3530, 0.3610, 0.5188, -0.9536, 0.4520, 0.3375, 0.2868, 0.2463, 0.3517, 0.3558, -0.6770, -0.9707, 0.3985, -0.4632, -0.3653, 0.3088, 0.2528, 0.4159, -0.2883, 0.1797, 0.3362, -0.2079, -0.3238, -0.6191, -0.6095, -0.0402, 0.3750, -0.1594, 0.4266, 0.2795, 0.1771, -0.6372, -0.0765, -0.5210, 0.0161, 0.0629, 0.4057, 0.2907, 0.2478, 0.1060, 0.0156, 0.3491, 1.1910, 0.4674, 1.7518, -0.0748, -0.6378, -0.2375, -0.6170, -0.2361, -0.5181], "homo_ev": -8.83, "smiles": "COC[C@H](C)N.COC[C@H](C)N.COC[C@H](C)N.COC[C@H](C)N.COC[C@H](C)N.COC[C@H](C)N.COC[C@H](C)N.OCCO.OCCO.OCCO.OCCO"}

=====

Which of them is the most stable? Correct choice: two.

=====

one.
{"formula": "C4H9N3", "method": "wB97M-V/def2-TZVPD", "symbols": ["C", "C", "N", "N", "C", "C", "N", "H", "H", "H", "H", "H", "H", "H", "H", "H"], "positions_angstrom": [[0.340, 1.739, 0.567], [-0.844, -0.191, -0.711], [1.473, -1.511, 1.073], [-1.971, 0.140, -1.282], [0.171, -1.094, -0.822], [-0.137, 0.297, 0.560], [0.914, -0.612, 0.150], [2.482, -1.353, 1.106], [1.360, -2.476, 0.758], [-2.556, 0.906, -0.962], [-2.303, -0.289, -2.142], [0.311, -1.909, -1.534], [-0.616, 0.006, 1.505], [-0.509, 2.420, 0.689], [1.026, 1.914, 1.403], [0.859, 2.012, -0.359]], "mulliken_charge": [-1.2801, 0.1548, -0.8415, -0.4133, -0.6760, 0.3138, 0.2128, 0.2401, 0.2355, 0.1884, 0.1904, 0.3819, 0.3255, 0.3235, 0.3282, 0.3161], "homo_ev": -6.24}

=====

two.
{"formula": "C4H9N3", "method": "wB97M-V/def2-TZVPD", "symbols": ["C", "C", "C", "C", "N", "N", "N", "H", "H", "H", "H", "H", "H", "H", "H", "H"], "positions_angstrom": [[-2.282, -0.385, 0.773], [-1.338, -0.501, -0.199], [1.567, 0.295, 0.774], [1.344, -0.419, -0.509], [-3.176, 0.340, -0.090], [-1.942, 0.424, -0.994], [0.274, -1.332, -0.597], [-2.535, -0.923, 1.624], [2.237, 1.032, 0.520], [0.700, 0.662, 1.279], [2.028, -0.329, 1.557], [1.129, 0.447, -1.270], [2.340, -0.966, -0.888], [-3.539, 1.305, -0.008], [-1.965, 0.251, -1.962], [0.339, -2.118, 0.077]], "mulliken_charge": [-0.5272, 0.2717, -1.1384, -0.2562, -0.3439, -0.2479, -0.4109, 0.3824, 0.3670, 0.3484, 0.2995, 0.2314, 0.2949, 0.2487, 0.2153, 0.2651], "homo_ev": -8.13}

=====

Which of them is the most stable? Correct choice: one.